# C6H11NS

A molecular structure, C6H11NS (ωB97M-V with the def2-TZVPD basis set, OMol25).

Net charge   0
ΔE to the lowest compared entry with this formula, charge and spin   133.1 kJ/mol
Lowest unoccupied orbital energy   0.9 eV
Maximum force   2.48 eV/A
HOMO   -8.5 eV

Geometry as XYZ:
```
19
Properties=species:S:1:pos:R:3:forces:R:3:nbo_charge:R:1
C 2.52686 -0.67219 -0.93396 0.719 0.045 -0.699 -0.407
C 0.23311 0.03703 -1.13445 -1.100 0.446 -0.828 -0.248
C -0.54093 0.28948 0.15413 -1.401 0.450 0.237 -0.120
C -0.77157 -1.17072 0.61094 0.698 0.553 0.283 -0.407
C 0.78482 -1.12792 0.76698 -1.566 1.704 -0.899 -0.036
C 0.52685 0.36978 1.25997 1.201 0.166 -0.594 -0.442
H 3.14276 -1.51116 -0.62545 0.224 -0.189 -0.129 0.199
H 2.91887 0.20789 -0.38670 -0.226 0.039 -0.284 0.162
H 2.63463 -0.52776 -2.04220 0.158 -0.038 1.042 0.204
H -0.48629 -0.37774 -1.91259 0.931 0.681 0.695 0.206
H 0.71789 0.97203 -1.51648 -0.201 -0.810 0.218 0.196
H -1.36260 2.60830 -0.05857 -0.343 -0.861 0.037 0.131
H -1.27242 -1.16835 1.56047 -0.289 -0.261 0.440 0.211
H -1.19163 -1.85858 -0.09370 -0.205 -0.448 -0.396 0.212
H 1.30195 -1.85103 1.34859 0.613 -0.554 0.232 0.213
H 1.31751 1.13699 1.12531 -0.264 -0.512 -0.032 0.201
H 0.15951 0.44625 2.28247 -0.279 -0.178 -0.190 0.223
N 1.15960 -0.99454 -0.67486 -0.029 -0.287 0.774 -0.445
S -2.03451 1.40826 0.04382 1.357 0.054 0.092 -0.054
```
Positions in Å, forces in eV/Å.


# C6H11O

A molecular structure, C6H11O (ωB97M-V with the def2-TZVPD basis set, OMol25).

Net charge   -1
ΔE to the lowest compared entry with this formula, charge and spin   598.1 kJ/mol
Lowest unoccupied orbital energy   2.6 eV
Maximum force   5.95 eV/A
HOMO   -2.6 eV

Geometry as XYZ:
```
18
Properties=species:S:1:pos:R:3:forces:R:3:nbo_charge:R:1
C -2.41459 0.34662 0.16415 -0.940 -0.444 -0.712 0.003
O -3.37539 0.17027 -0.78976 1.002 0.084 0.781 -0.952
C -1.21945 -0.66233 0.04212 -0.697 0.220 -0.928 -0.547
C -0.19236 -0.53278 1.08662 2.517 2.533 0.944 -0.159
C 1.23036 0.85091 0.66972 -4.517 -0.233 -3.862 -0.495
C 2.37291 0.40386 0.10769 1.061 -1.368 0.116 -0.015
C 2.37060 -0.28169 -1.22810 -2.185 0.132 0.064 -0.735
H -1.95277 1.38525 0.13418 -0.106 -0.433 0.351 0.087
H -2.79937 0.15232 1.21222 0.152 0.420 -0.079 0.063
H -0.80237 -0.47863 -0.95518 0.056 -0.358 0.174 0.225
H -1.63273 -1.68530 0.01378 0.060 0.200 0.198 0.217
H 0.54612 -1.30325 1.28082 -0.417 -0.367 0.057 0.193
H -0.41788 0.06556 2.02607 -0.207 -1.102 -1.141 0.201
H 0.18012 1.44335 -0.38081 2.434 -1.277 2.303 0.099
H 1.11051 1.49552 1.46794 0.237 1.170 1.553 0.176
H 1.56155 0.17618 -1.83777 0.085 -0.340 -0.014 0.197
H 3.25780 -0.15221 -1.78278 1.338 0.162 -0.375 0.209
H 2.17695 -1.39367 -1.23090 0.126 0.999 0.568 0.235
```
Positions in Å, forces in eV/Å.


# C6H11O

A single C6H11O molecule (ωB97M-V with the def2-TZVPD basis set, OMol25).

Net charge   0
ΔE to the lowest compared entry with this formula, charge and spin   151.5 kJ/mol
Lowest unoccupied orbital energy (alpha / beta)   1.0 / -1.3 eV
Maximum force   2.07 eV/A
Multiplicity   2
HOMO (alpha / beta)   -9.2 / -9.2 eV

Geometry as XYZ:
```
18
Properties=species:S:1:pos:R:3:forces:R:3:mulliken_spin:R:1
C 0.52987 2.18687 0.57589 -1.136 -0.072 -0.487 -0.015
O 1.69145 1.72212 1.06855 0.290 -0.047 0.065 0.856
C -0.67638 1.21754 0.69277 1.702 -0.414 -1.087 0.007
C -0.71939 0.22353 -0.52353 -0.611 1.199 0.617 0.004
C 0.15009 -1.00989 -0.50771 -1.122 -1.503 0.864 -0.001
C 0.64768 -1.51459 -1.62938 0.516 1.255 -0.402 0.003
C 0.05919 -1.89651 0.76638 -0.479 0.954 -1.663 -0.001
H 0.32533 3.21792 0.92281 0.062 -0.160 0.126 0.044
H 0.66885 2.31690 -0.51827 0.407 0.235 0.049 0.105
H -0.45048 0.61228 1.55916 -0.584 0.183 0.600 -0.007
H -1.63172 1.73201 0.72596 0.033 0.120 0.353 0.004
H -1.79499 -0.00073 -0.51028 0.240 -0.940 -0.281 -0.002
H -0.60786 0.78423 -1.45839 0.265 -0.060 0.020 0.001
H 1.09642 -2.48599 -1.77807 0.091 -0.039 0.380 0.000
H 0.71462 -0.81805 -2.46040 -0.195 -0.333 -0.335 0.000
H -0.18182 -1.23469 1.58410 0.348 -0.357 0.619 0.001
H -0.78463 -2.57476 0.62225 0.001 -0.046 0.145 0.000
H 0.96376 -2.47818 0.86815 0.171 0.025 0.417 0.000
```
Positions in Å, forces in eV/Å.


# C6H11O

2 unconnected molecules or ions with the total composition C6H11O (ωB97M-V with the def2-TZVPD basis set, OMol25).

Net charge   0
ΔE to the lowest compared entry with this formula, charge and spin   523.8 kJ/mol
Lowest unoccupied orbital energy (alpha / beta)   0.6 / -1.7 eV
Maximum force   6.25 eV/A
Multiplicity   2
HOMO (alpha / beta)   -9.2 / -9.2 eV

Geometry as XYZ:
```
18
Properties=species:S:1:pos:R:3:forces:R:3:mulliken_spin:R:1
C -2.37508 0.96936 0.31015 1.334 -0.433 0.403 -0.001
O -3.17404 1.91335 -0.25112 0.372 -0.122 0.006 0.873
C -1.47170 0.18906 -0.68692 -2.244 1.297 -1.624 0.005
C -0.64691 -1.01286 -0.28854 0.316 -1.442 -0.971 0.008
C 0.83399 -0.78388 -0.30181 1.385 -1.205 1.163 0.001
C 1.73701 -0.89101 0.75534 -4.491 4.270 -0.807 0.003
C 2.92187 0.03286 0.46057 2.163 -0.041 1.605 0.000
H -2.97327 0.29077 0.92905 0.010 -0.020 0.229 0.029
H -1.65868 1.49056 0.98789 -0.612 0.181 0.213 0.091
H -2.25259 -0.05360 -1.44079 0.578 -0.621 0.224 -0.004
H -0.93789 0.95852 -1.25997 0.515 -0.208 0.386 -0.003
H -0.96740 -1.54133 0.61777 0.089 0.530 0.142 0.000
H -0.76924 -1.76686 -1.08185 -0.347 0.089 0.092 0.000
H 1.32985 -0.69965 -1.27017 -0.478 0.379 -0.575 0.001
H 0.51641 -0.03673 1.23431 3.335 -1.778 0.216 -0.002
H 2.67649 1.09020 0.65708 -0.287 -0.434 -0.390 0.000
H 3.41408 -0.05134 -0.52761 -0.788 -0.140 0.073 0.000
H 3.79709 -0.09742 1.15663 -0.848 -0.303 -0.385 0.000
```
Positions in Å, forces in eV/Å.


# C6H11P

A single C6H11P molecule (ωB97M-V with the def2-TZVPD basis set, OMol25).

Net charge   0
ΔE to the lowest compared entry with this formula, charge and spin   178.0 kJ/mol
Lowest unoccupied orbital energy   0.9 eV
SMILES   C#CP(CC)CC
Maximum force   4.21 eV/A
HOMO   -8.6 eV

Geometry as XYZ:
```
18
Properties=species:S:1:pos:R:3:forces:R:3:nbo_charge:R:1
C 2.95548 -1.60120 -0.27128 -1.476 -0.281 -0.656 -0.236
C 1.79856 -1.24360 -0.16569 -1.264 1.313 1.596 -0.327
P 0.31977 -0.45852 0.74660 0.276 -1.148 -0.537 0.820
C -1.16507 -1.34349 0.00010 -0.062 -1.725 -1.922 -0.698
C -2.59389 -0.71157 0.15864 2.102 -1.676 1.133 -0.603
C 0.15756 1.15750 -0.07918 2.661 0.040 -3.259 -0.737
C 1.29476 2.12884 0.30249 -1.567 -0.014 0.611 -0.609
H 3.70897 -2.17768 -0.72022 0.990 -0.092 0.016 0.229
H -1.03615 -1.48212 -1.14749 0.121 0.300 1.795 0.214
H -1.17312 -2.39605 0.38144 0.186 0.842 -0.053 0.226
H -2.49803 0.09661 -0.47560 -0.752 2.017 -1.229 0.202
H -3.34466 -1.42723 -0.18823 0.065 0.301 0.262 0.221
H -2.70933 -0.38681 1.18899 -0.536 -0.011 0.047 0.205
H 0.45986 1.03254 -1.23031 -1.762 -0.087 2.054 0.228
H -0.83042 1.58905 0.10925 0.228 -0.095 -0.285 0.237
H 1.13831 2.42345 1.29285 -0.392 0.713 1.868 0.200
H 2.28537 1.76741 0.35920 1.032 -0.895 -0.749 0.220
H 1.23202 3.03285 -0.26157 0.149 0.497 -0.692 0.210
```
Positions in Å, forces in eV/Å.


# C6H11P

2 unconnected molecules or ions with the total composition C6H11P (ωB97M-V with the def2-TZVPD basis set, OMol25).

Net charge   0
ΔE to the lowest compared entry with this formula, charge and spin   451.5 kJ/mol
Lowest unoccupied orbital energy (alpha / beta)   -0.2 / -0.2 eV
Maximum force   3.88 eV/A
HOMO (alpha / beta)   -7.6 / -7.6 eV

Geometry as XYZ:
```
18
Properties=species:S:1:pos:R:3:forces:R:3:nbo_charge:R:1
C -1.96251 -0.18279 -0.00282 1.412 1.268 0.555 -0.293
C -0.69853 0.27539 -0.54261 -2.210 1.134 -2.221 -0.183
C -2.73304 -1.41671 -0.13910 1.510 0.438 -1.046 -0.669
C 1.22816 1.82380 -0.22306 -1.829 0.192 0.454 -0.593
C 1.01141 -0.15809 1.15230 1.232 2.078 3.031 -0.609
C 0.78590 0.36462 -0.23701 1.121 -2.008 -0.926 -0.328
P -1.81924 1.45008 0.39161 -0.327 -1.361 -0.370 0.584
H -1.32616 0.31584 -2.40960 1.509 -0.069 2.272 -0.131
H -3.57524 -1.47479 0.47172 -1.332 -0.135 1.019 0.230
H -2.03165 -2.21829 0.00079 0.055 -0.732 0.279 0.231
H -3.00952 -1.46490 -1.18954 -0.219 -0.027 -0.337 0.253
H 2.24411 2.02319 -0.34689 1.934 -0.180 0.192 0.218
H 0.86714 2.23826 0.75704 0.447 0.039 -1.045 0.197
H 0.77153 2.37371 -1.02748 -0.484 0.211 -0.352 0.220
H 2.09821 -0.24304 1.40551 -0.671 -0.290 -0.611 0.220
H 0.49242 -0.97460 1.61835 -0.392 -0.739 -0.611 0.222
H 0.76615 0.72245 1.81357 -0.166 -0.992 -0.119 0.195
H 1.50850 -0.31427 -0.82296 -1.590 1.174 -0.163 0.236
```
Positions in Å, forces in eV/Å.